## A
{
  "formula": "C2H7NO",
  "method": "ωB97M-V/def2-TZVPD",
  "homo_lumo_gap_ev": 8.751,
  "total_charge": 0,
  "species": ["C", "C", "N", "H", "H", "H", "H", "H", "H", "H", "O"],
  "xyz": [[0.34784, 1.40078, -0.19622], [-0.50528, 0.72184, 1.00781], [-0.34580, -0.27770, 0.15865], [0.90920, 2.14578, 0.35916], [1.07091, 0.77496, -0.71656], [-0.35132, 1.87020, -0.87721], [-1.49956, 1.17318, 1.08545], [0.05902, 0.78077, 1.96251], [0.82203, -3.18132, -0.98641], [-0.39645, -2.35069, -0.59474], [-0.11060, -3.05781, -1.20245]]
}

***

## B
{
  "formula": "C2H7NO",
  "method": "ωB97M-V/def2-TZVPD",
  "homo_lumo_gap_ev": 10.730,
  "total_charge": 0,
  "species": ["C", "C", "H", "H", "H", "H", "H", "H", "H", "N", "O"],
  "xyz": [[0.04108, 0.07692, 0.89297], [0.86504, -0.20310, -0.34386], [-1.11305, -1.42792, 0.79907], [-1.74229, -0.17197, -0.02555], [0.43139, -0.36607, 1.82202], [-0.10206, 1.19872, 1.04823], [0.57527, -1.25248, -0.63709], [2.01854, -0.13744, -0.06050], [0.34510, 1.46788, -0.99231], [-1.32999, -0.45194, 0.88302], [0.43253, 0.57624, -1.42871]]
}

***

## C
{
  "formula": "C2H7NO",
  "method": "ωB97M-V/def2-TZVPD",
  "homo_lumo_gap_ev": 8.915,
  "total_charge": 0,
  "species": ["N", "O", "H", "H", "H", "C", "C", "H", "H", "H", "H"],
  "xyz": [[0.02673, 0.53142, -0.62476], [-0.78163, 0.22393, -1.91650], [-1.23818, -0.63994, -1.90086], [0.98280, 0.41339, -0.96692], [0.19976, 1.86562, -0.26149], [-0.34654, -0.25527, 0.51275], [0.45510, -1.18283, 1.02573], [0.19617, -1.67850, 1.95275], [1.41897, -1.40943, 0.58545], [-1.30792, -0.04615, 0.96338], [0.39476, 2.17776, 0.63047]]
}

***

## D
{
  "formula": "C2H7NO",
  "method": "ωB97M-V/def2-TZVPD",
  "homo_lumo_gap_ev": 9.105,
  "total_charge": 0,
  "species": ["O", "H", "C", "C", "N", "H", "H", "H", "H", "H", "H"],
  "xyz": [[2.66971, 1.43061, -0.08982], [2.37937, 1.97542, 0.64607], [-1.11521, -0.36680, 0.26506], [0.13388, -0.76882, 0.34289], [-1.85096, -0.11900, -0.82887], [-1.85480, -0.37920, 1.05002], [0.70432, -1.20625, -0.44737], [0.45571, -1.00301, 1.38884], [-1.31588, -0.21357, -1.77956], [2.60954, 0.48973, 0.08629], [-2.81569, 0.16087, -0.63355]]
}

***

What is the stability order? It is B, D, A, C, from most stable to least stable.

***

## A
{
  "formula": "C12H24O12",
  "method": "ωB97M-V/def2-TZVPD",
  "homo_lumo_gap_ev": 11.047,
  "total_charge": 0,
  "species": ["C", "O", "C", "O", "O", "C", "H", "H", "H", "H", "H", "H", "C", "O", "C", "O", "O", "C", "H", "H", "H", "H", "H", "H", "C", "O", "C", "O", "O", "C", "H", "H", "H", "H", "H", "H", "C", "O", "C", "O", "O", "C", "H", "H", "H", "H", "H", "H"],
  "xyz": [[-2.70702, -1.62353, 0.17615], [-3.94136, -2.38135, -0.01440], [-4.65934, -2.87857, 1.11626], [-4.18074, -2.96664, 2.22913], [-5.84003, -3.49994, 0.62856], [-6.61201, -4.39372, 1.44150], [-2.34449, -0.99035, -0.63364], [-1.94550, -2.35616, 0.44343], [-2.77525, -1.00190, 1.06890], [-6.11374, -5.36114, 1.50421], [-7.68558, -4.43210, 1.25690], [-6.60873, -4.08641, 2.48727], [2.53537, 5.70554, 3.52001], [2.32911, 4.44735, 3.03092], [2.44439, 4.25907, 1.70995], [2.73911, 5.11929, 0.86510], [2.26843, 2.99017, 1.44400], [1.90886, 2.59975, 0.08232], [1.84819, 6.41831, 3.06411], [3.58127, 5.97067, 3.36545], [2.42083, 5.56087, 4.59428], [2.36091, 3.17592, -0.72501], [0.82402, 2.60713, -0.02335], [2.12319, 1.54783, -0.10641], [-0.17848, -1.32932, -1.92162], [-0.32478, 0.05508, -1.83863], [-0.57020, 0.73896, -2.91610], [-0.57871, 0.24144, -4.02624], [-0.64692, 2.07504, -2.42677], [-0.89871, 3.08661, -3.37531], [-1.06105, -1.95807, -2.03919], [0.44163, -1.60991, -1.07024], [0.31948, -1.61605, -2.84786], [-1.18727, 3.93402, -2.75344], [-1.65609, 2.87225, -4.12932], [0.03599, 3.35456, -3.86789], [2.05148, -3.28393, 1.87555], [2.57124, -3.07952, 0.56285], [2.87612, -1.90997, 0.11854], [3.05004, -0.91802, 0.82343], [3.06227, -2.01469, -1.15137], [3.53180, -0.90662, -1.89578], [2.40059, -4.30311, 2.04140], [0.97321, -3.22155, 2.02232], [2.61151, -2.73110, 2.62977], [3.70700, -1.18748, -2.93430], [4.57207, -0.71056, -1.63598], [2.92789, -0.00803, -1.76960]]
}

***

## B
{
  "formula": "C12H24O12",
  "method": "ωB97M-V/def2-TZVPD",
  "homo_lumo_gap_ev": 11.512,
  "total_charge": 0,
  "species": ["C", "O", "C", "O", "O", "C", "H", "H", "H", "H", "H", "H", "C", "O", "C", "O", "O", "C", "H", "H", "H", "H", "H", "H", "C", "O", "C", "O", "O", "C", "H", "H", "H", "H", "H", "H", "C", "O", "C", "O", "O", "C", "H", "H", "H", "H", "H", "H"],
  "xyz": [[-2.78748, -3.37147, -3.52336], [-2.75182, -3.79365, -2.16978], [-3.40384, -3.00667, -1.31075], [-3.96295, -1.98063, -1.57005], [-3.31909, -3.56556, -0.10691], [-3.80081, -2.75139, 0.96775], [-2.68275, -4.25804, -4.14962], [-1.93169, -2.72967, -3.73483], [-3.71864, -2.88452, -3.79871], [-4.84200, -2.48051, 0.78609], [-3.16887, -1.87550, 1.07369], [-3.78695, -3.32180, 1.89253], [-0.09017, -2.53760, 1.29624], [-0.85481, -1.34047, 1.54512], [-0.82780, -0.44968, 0.55270], [-0.04201, -0.44353, -0.35451], [-1.81015, 0.41673, 0.74800], [-1.90712, 1.47368, -0.20226], [-0.32070, -3.22117, 2.10535], [0.96979, -2.29336, 1.29873], [-0.38119, -2.96627, 0.33990], [-2.70161, 2.14033, 0.11030], [-2.11933, 1.05329, -1.18478], [-0.98378, 2.04809, -0.23403], [4.57817, -1.94669, -2.77124], [3.92862, -0.95544, -1.99905], [4.00118, -1.11606, -0.67572], [4.81548, -1.78603, -0.10151], [3.04245, -0.38236, -0.12629], [3.06025, -0.28152, 1.26836], [4.43393, -2.98477, -2.46504], [5.66997, -1.82972, -2.76107], [4.23930, -1.80596, -3.79333], [3.51629, -1.12565, 1.78527], [2.04000, -0.20910, 1.65242], [3.56417, 0.63315, 1.59561], [1.15166, 2.76357, 2.56928], [1.43898, 3.91936, 1.79363], [0.38849, 4.58694, 1.33999], [-0.72745, 4.15336, 1.23567], [0.77532, 5.81038, 0.99467], [-0.27496, 6.65880, 0.55867], [2.01679, 2.52420, 3.17592], [0.96006, 1.90803, 1.91309], [0.25095, 2.92343, 3.15920], [-0.75654, 6.27959, -0.34608], [0.15526, 7.62207, 0.29980], [-1.04260, 6.77975, 1.32094]]
}

***

What is the stability order? It is B, A, from most stable to least stable.

***

## A
{
  "formula": "C5H9N3O",
  "method": "ωB97M-V/def2-TZVPD",
  "homo_lumo_gap_ev": [8.998, 8.997],
  "total_charge": 0,
  "species": ["C", "N", "C", "C", "C", "N", "C", "N", "O", "H", "H", "H", "H", "H", "H", "H", "H", "H"],
  "xyz": [[-2.34716, 0.10603, -0.44548], [-1.14616, 0.91082, -0.50316], [-0.23159, 1.27604, 0.54081], [1.56166, -0.28654, -0.34356], [0.27041, -0.22822, 0.43590], [2.66165, 0.04802, 0.38706], [-0.10673, -1.23385, 1.23183], [1.66579, -0.67970, -1.54799], [0.41261, 2.29255, 0.51002], [-1.18236, 1.61989, -1.24073], [3.52162, 0.12230, -0.13574], [2.52809, 0.71291, 1.13396], [0.81445, -1.10125, -1.91005], [-2.09389, -0.94747, -0.52753], [-2.91192, 0.28326, 0.47300], [-2.97573, 0.35010, -1.30569], [-1.00777, -1.19097, 1.82387], [0.56701, -2.05392, 1.42347]]
}

***

## B
{
  "formula": "C5H9N3O",
  "method": "ωB97M-V/def2-TZVPD",
  "homo_lumo_gap_ev": 7.139,
  "total_charge": 0,
  "species": ["C", "C", "C", "C", "N", "N", "C", "N", "O", "H", "H", "H", "H", "H", "H", "H", "H", "H"],
  "xyz": [[0.40905, 1.52277, 1.00561], [-0.34289, -0.66816, -0.05340], [-0.92296, 0.03965, -1.22533], [0.48708, 0.03253, 0.77410], [-0.46796, -2.04417, -0.01762], [1.27456, -0.67517, 1.69331], [0.16702, 0.68365, -2.08991], [-2.18034, 0.24121, -1.43361], [1.27116, 0.19560, -2.28700], [-0.31954, -2.39236, 0.92855], [-1.28609, -2.38690, -0.51379], [2.01157, -0.09679, 2.09188], [1.66351, -1.50714, 1.24375], [-2.72327, -0.20118, -0.68185], [-0.23199, 1.52925, -2.67324], [-0.34270, 2.01475, 0.38286], [0.15128, 1.73170, 2.05017], [1.38252, 1.98075, 0.80551]]
}

***

What is the stability order? It is B, A, from most stable to least stable.

***

## A
{
  "formula": "C5H9N3O",
  "method": "ωB97M-V/def2-TZVPD",
  "homo_lumo_gap_ev": 9.368,
  "total_charge": 0,
  "species": ["C", "C", "C", "C", "C", "H", "H", "H", "H", "H", "H", "H", "H", "H", "N", "N", "N", "O"],
  "xyz": [[-2.57806, 0.07214, 0.35092], [-1.19661, 0.15574, -0.23512], [-0.47702, 1.27926, -0.26882], [2.22754, -0.30916, 0.04191], [1.08907, -1.32614, 0.32029], [-2.91944, 1.02174, 0.80034], [-3.34209, -0.22852, -0.40525], [-2.58136, -0.74932, 1.11606], [-0.85596, 2.17359, 0.22297], [0.98960, 2.26156, -1.14379], [2.60082, -0.47255, -0.97626], [3.02120, -0.41103, 0.79455], [0.53387, -0.96441, 1.22098], [1.54473, -2.26581, 0.60615], [0.80478, 1.30363, -0.83847], [0.21604, -1.59943, -0.79740], [-0.83317, -0.96590, -0.98693], [1.75606, 1.02460, 0.17785]]
}

***

## B
{
  "formula": "C5H9N3O",
  "method": "ωB97M-V/def2-TZVPD",
  "homo_lumo_gap_ev": 9.061,
  "total_charge": 0,
  "species": ["C", "N", "C", "C", "C", "N", "C", "N", "O", "H", "H", "H", "H", "H", "H", "H", "H", "H"],
  "xyz": [[-1.22440, 1.26967, -0.80255], [1.40515, 0.25427, -0.15696], [1.17831, 0.57478, 1.75843], [0.26567, -0.66340, 0.02906], [-1.08988, -0.04432, -0.09266], [2.66201, -0.34296, -0.40302], [-2.13850, -0.67593, 0.43541], [0.53594, -1.90488, -0.10885], [0.74161, 1.61655, 2.00306], [1.26283, 1.11324, -0.67834], [3.18333, -0.34029, 0.47372], [2.46136, -1.32387, -0.62476], [-0.27854, -2.49552, -0.22371], [-0.71674, 2.06255, -0.25293], [-0.80486, 1.21866, -1.81084], [-2.27210, 1.55087, -0.88242], [-2.04185, -1.61984, 0.94364], [-3.12935, -0.24960, 0.39370]]
}

***

What is the stability order? It is B, A, from most stable to least stable.